Record 1
The following is a quantum chemistry calculation of a molecular structure, C48H42BEuN9O in a non-equilibrium geometry, from the OMol25 dataset.

Structure (XYZ):
```
102
Properties=species:S:1:pos:R:3:forces:R:3:mulliken_spin:R:1
C 5.30701 -0.13575 -0.86111 0.0 0.1 0.0 0.003
B 0.65148 0.70400 2.93922 -0.1 -0.2 -0.6 -0.018
N -1.40867 -0.91806 -1.79241 -1.2 0.0 -0.7 0.020
C 0.96439 6.63518 -1.28340 0.0 0.0 0.0 -0.001
H 5.81566 0.50227 -0.14908 0.0 0.0 0.0 0.000
C -3.81193 -0.75757 -2.39907 0.7 0.0 0.1 -0.006
H 0.93952 -6.16222 -1.12106 0.0 0.0 0.0 0.000
H -5.70282 -2.26681 -0.41931 0.0 0.0 0.0 0.000
C -0.39568 4.09063 2.06671 0.0 0.1 0.1 -0.010
N 1.98366 0.26886 2.26555 0.2 0.0 0.0 0.003
H 1.27567 1.11690 -3.21995 -0.1 0.0 0.0 0.002
H -5.70134 2.03093 -2.81837 0.0 0.0 0.0 0.000
C 5.29034 -1.28104 -2.97564 0.0 0.0 0.0 0.002
C 0.93899 4.55269 -0.06849 0.1 0.0 0.0 -0.007
C -0.76454 -4.94988 -2.84076 -0.1 -0.1 -0.2 0.003
O 1.59161 0.96910 -2.32355 0.1 0.1 0.1 0.009
C 2.16095 6.27503 -1.88836 0.0 0.1 -0.1 0.001
N -1.02762 -0.74943 1.74577 -0.6 -0.5 0.7 0.032
C 4.11405 -0.18169 1.93586 0.1 -0.1 0.1 -0.005
C 3.16992 0.13612 2.88997 0.3 0.1 -0.1 0.002
C -0.74617 -1.25225 3.90000 0.1 -0.2 0.0 0.003
C 2.74586 5.05438 -1.58497 0.0 0.0 0.0 0.000
H -0.60704 -5.99596 -3.07258 0.0 0.0 0.0 0.000
C -3.38241 3.42816 -2.54067 0.8 -0.4 0.1 0.006
H -0.37803 -0.18135 5.72127 0.0 0.0 0.0 0.000
C -2.10484 3.94716 -2.38241 -1.4 0.2 -0.3 -0.001
H 4.43358 0.13880 4.58906 0.0 0.0 0.0 0.000
C -1.23253 -2.21408 -2.17718 -0.3 0.3 -0.3 -0.005
H 0.88112 0.99775 4.06922 0.0 0.0 0.1 0.000
N 0.56568 2.36463 1.00374 0.4 0.8 0.4 0.051
H 1.70264 -2.60934 1.14174 0.0 0.0 0.0 -0.002
C -0.11031 -4.38098 -1.73140 0.0 0.3 0.2 -0.008
C 4.01087 -1.74193 -2.70532 0.0 0.0 0.0 0.001
H -1.89922 5.00103 -2.52370 -0.1 0.0 0.0 0.000
C -1.19797 2.81475 4.17254 0.1 -0.1 0.0 0.000
C -1.79623 -2.81118 -3.30292 0.1 0.0 0.1 -0.003
H 0.87235 -1.34610 5.28920 0.0 0.0 0.1 0.000
H 0.49870 7.58234 -1.52369 0.0 0.0 0.0 0.000
H -4.22340 4.05906 -2.80308 0.0 0.0 0.0 0.000
C -0.20246 -1.16559 5.28594 0.0 0.1 -0.1 -0.001
H 3.68116 4.77380 -2.05364 0.0 0.0 0.0 0.000
H 2.63634 6.94748 -2.59094 0.0 0.0 0.0 0.000
C -0.52992 2.96687 2.84948 -0.2 0.1 -0.1 0.007
H -3.18258 -5.69682 0.03084 0.0 0.0 0.0 0.000
H 2.54481 1.10243 -2.33588 0.1 -0.1 -0.1 0.002
C -4.93003 0.03593 -2.61368 -0.3 0.7 -0.1 -0.002
H -3.91661 -1.83057 -2.42389 0.0 0.0 0.0 0.000
C -1.06896 3.10331 -2.02082 0.0 -2.3 0.4 0.002
C 1.40629 -4.49471 0.13406 0.0 -0.2 -0.1 0.002
H 2.09536 -5.02793 0.77455 0.0 0.0 0.0 -0.001
C 3.37981 -1.39947 -1.51929 0.0 0.0 0.1 -0.017
Eu 0.05787 0.18273 -0.29388 -0.1 0.6 -0.6 6.914
H -5.27751 -4.67435 -0.79546 0.0 0.0 0.0 0.000
H 5.16293 -0.36456 2.09783 0.0 0.0 0.0 0.000
C 4.01813 -0.59333 -0.57717 0.0 0.0 -0.2 -0.013
C 1.17801 -3.13044 0.34662 -0.3 0.3 0.0 0.019
C 5.93372 -0.47137 -2.04965 0.0 0.0 -0.1 -0.001
N 0.07052 1.94267 2.20301 0.1 0.3 -0.1 -0.015
C -4.79158 -2.72130 -0.05381 0.0 0.0 0.0 0.000
H -5.88708 -0.44452 -2.78996 0.0 0.1 0.0 0.000
H -1.82803 1.92436 4.18983 0.0 0.0 0.0 0.000
C -2.55799 -0.20212 -2.12304 0.5 -1.3 0.1 0.002
C 0.33453 3.67627 0.93994 -0.2 -0.3 0.4 0.000
C 2.14252 4.19865 -0.67789 -0.1 0.0 0.0 0.003
H -1.81740 3.68639 4.37115 0.0 0.0 0.0 0.000
H 2.39404 -1.78759 -1.31928 0.0 0.1 0.0 0.029
C 0.77140 -5.11259 -0.90942 0.1 0.1 0.1 0.007
C 3.38374 0.30154 4.35644 -0.1 0.1 0.0 -0.001
H 3.50062 -2.38404 -3.41237 0.0 0.0 0.0 0.000
N -0.37097 -0.43739 2.89834 -0.4 0.0 0.0 -0.013
H -2.17890 -2.93618 3.89902 0.0 0.0 0.1 0.000
C -3.37928 -4.64609 0.20331 0.0 0.0 0.0 -0.001
N -1.22734 1.77332 -1.81430 -0.6 1.8 -1.1 0.014
C -2.47279 -3.87963 0.91374 0.0 0.1 -0.1 -0.003
N 2.12077 0.01578 0.93506 1.5 -0.5 0.5 0.002
C -2.45555 1.21929 -2.10375 0.4 0.9 0.1 -0.010
C -4.55207 -4.06917 -0.26657 0.0 0.0 0.0 0.002
C -1.80809 -1.79596 2.03808 0.4 0.3 0.2 -0.003
C -3.58651 2.02222 -2.41821 0.4 0.5 0.1 0.000
H 6.92892 -0.09949 -2.25714 0.0 0.0 0.0 0.000
H -0.07263 3.49769 -1.90439 0.1 -0.1 0.1 0.000
H 2.59601 3.24866 -0.42216 0.0 0.0 0.0 0.001
H 5.78652 -1.55762 -3.89669 0.0 0.0 0.0 0.000
H 2.79144 -0.41918 4.91881 0.0 0.0 0.1 0.000
H -2.04861 -4.57398 -4.49269 0.0 0.0 0.0 0.000
H -1.56923 -4.32911 1.31060 0.0 0.0 0.0 0.000
N 0.35811 -2.40832 -0.39039 0.1 -0.5 0.0 -0.011
C -1.56915 -4.15486 -3.61599 0.1 -0.2 0.1 -0.001
C -2.70818 -2.51951 1.12490 0.0 -0.1 0.0 0.008
H -0.67556 -1.91748 5.91325 0.0 0.0 0.0 0.000
C -1.65339 -2.15104 3.38238 -0.1 0.0 0.1 -0.002
H -0.46708 2.72412 4.97958 0.0 0.0 0.0 0.000
H -2.41908 -2.21933 -3.95754 0.0 0.0 0.0 0.000
C 0.35839 5.78118 -0.37728 0.0 0.0 -0.1 0.001
H -0.71700 5.08933 2.30861 0.0 0.0 0.0 -0.001
C -0.31606 -3.01236 -1.40604 0.2 -0.3 -0.1 -0.004
C -4.83407 1.41092 -2.62496 -0.5 -0.3 -0.2 0.005
C 3.41756 -0.26093 0.72630 -0.5 0.2 0.4 0.002
C -3.86361 -1.93907 0.61884 0.0 -0.1 0.0 0.001
H -0.58927 6.05400 0.06835 0.0 0.0 0.1 0.000
H -4.04934 -0.88357 0.77484 0.0 0.0 0.0 -0.001
H 3.10113 1.29850 4.69316 0.0 0.0 0.0 0.000
```
Forces are in eV/Å.

## Properties
- expectation value of S² = 15.760
- LUMO energy (alpha / beta) (eV) = 0.259 / 0.265
- multiplicity = 8
- largest force on an atom (eV/A) = 2.37

***

Record 2
The following is a quantum chemistry calculation of a molecular structure, C48H42CaCl5N4O6P, from the OMol25 dataset.

Structure (XYZ):
```
107
Properties=species:S:1:pos:R:3:forces:R:3:mulliken_charge:R:1
C 5.39325 2.87012 3.13874 0.0 0.0 0.1 -0.794
C 4.13344 1.59866 1.52852 0.0 -0.1 0.0 -0.660
O 2.20131 3.53596 0.62732 0.1 0.0 0.1 -0.737
C -0.18178 -2.90691 -2.29835 0.0 -0.1 -0.1 2.101
H 0.25077 4.13835 -0.35823 0.0 0.1 0.0 0.179
C -5.92104 -0.36436 0.56513 0.0 0.0 -0.1 -1.042
H -4.28838 -2.20963 5.42443 0.0 0.0 0.0 0.359
H 3.68069 -0.41011 2.08270 0.0 -0.1 0.0 0.572
H -3.46501 0.94244 -3.64936 0.0 0.0 0.0 0.329
N -0.92576 -2.25094 -0.05900 0.0 0.1 0.0 0.554
C -3.38241 3.54935 -0.28982 -0.1 0.0 -0.1 -0.213
C 0.37680 -1.70865 -2.76894 -0.1 0.0 0.2 -1.114
C 1.04986 0.34759 -2.84520 -0.1 0.2 0.1 -0.139
H -1.93260 0.13562 -3.21205 0.0 0.0 0.0 -0.185
C 5.43159 1.77259 3.99220 0.0 0.1 0.0 -0.523
O 1.01828 1.76208 -0.02293 0.3 0.0 -0.2 1.729
H -2.15130 -5.93187 -5.22929 0.0 0.0 0.0 0.426
P -1.59051 2.56147 -1.92846 0.2 -0.2 0.0 0.963
H -2.23364 -4.02659 -3.63995 0.0 0.0 0.0 0.514
O -0.47994 3.69893 -2.26393 -0.2 0.1 -0.1 -0.427
C 4.17659 0.50175 2.37998 0.0 0.1 0.0 -0.467
C 1.08504 -4.66955 -3.53652 -0.1 0.0 0.0 0.164
H -1.76865 -2.34852 1.84062 0.0 0.0 0.0 0.384
H -6.99073 -0.53340 0.50574 0.0 0.0 0.0 0.338
H 1.23449 1.35508 -2.50276 0.0 0.1 0.0 0.526
H 7.24025 1.33012 -2.37942 0.0 0.0 0.0 0.373
H -1.30421 -5.35971 -1.20089 0.0 0.0 0.0 0.516
Ca -0.52914 0.17697 0.20010 -0.8 -0.2 0.0 1.902
C -0.18321 4.63901 -1.22495 0.1 0.0 -0.1 -0.685
O -2.92998 3.45288 -1.64773 0.0 0.1 0.0 -0.388
H -2.25861 -0.31610 3.16107 -0.1 0.0 0.0 -0.486
H -4.58696 1.40519 5.12442 0.0 0.0 0.0 0.260
N 0.47290 -0.53174 -2.03945 -0.1 -0.1 0.2 0.628
H -2.16525 0.74274 -4.85899 0.0 0.0 0.0 0.275
C 1.57970 -0.25144 4.63125 0.0 -0.1 0.0 -0.339
C 0.90941 -1.49866 -4.07120 0.1 0.0 -0.1 -0.683
C -0.77043 -3.18353 -1.07343 0.1 0.1 0.1 -0.770
H 4.82190 -0.26775 4.26865 0.0 0.0 0.0 0.434
H 2.08724 -6.22247 -4.62797 0.0 0.0 0.0 0.428
C 4.55654 3.29282 -2.98014 -0.1 0.0 0.0 -1.001
C 0.32827 0.33769 2.60319 0.0 0.0 0.2 -1.613
H -4.35541 4.03895 -0.32535 0.0 0.0 0.0 0.271
C 1.33829 -0.19109 -4.11798 0.0 -0.1 0.0 -2.312
C 3.77811 2.94680 -1.88188 0.0 0.0 0.0 -0.062
H -5.90498 -0.28607 2.69498 0.0 0.0 0.0 0.028
C 5.80189 2.71976 -3.16565 0.1 0.0 0.0 -0.400
C 6.26968 1.79066 -2.24438 0.0 0.0 0.0 -0.728
H 2.16193 0.15623 -0.35308 0.1 -0.1 -0.1 -0.321
H -2.69814 4.15697 0.30487 0.0 0.0 0.0 0.208
C -1.77094 -4.24660 0.63369 0.0 0.0 0.0 -1.438
O 3.08960 0.15131 -0.06292 -0.1 0.0 0.0 -0.655
Cl 2.51012 -1.40806 5.53321 -0.1 0.0 0.0 -0.180
C -0.13214 -4.05127 -3.25608 0.1 0.0 0.0 -0.276
C 4.82202 0.59157 3.60837 0.0 -0.1 0.0 -0.676
C -1.51785 -2.87603 0.93125 0.0 0.0 0.0 -0.718
C -5.14242 -0.30372 -0.57972 -0.1 0.0 0.1 -0.921
H 1.98210 -4.30152 -3.05924 0.0 0.0 0.0 0.503
H -3.21174 -0.05844 -1.38709 0.0 0.0 0.0 0.039
N -3.87997 -0.41801 4.44144 0.0 -0.1 0.0 0.254
C -1.29427 -4.51186 -3.86782 0.0 0.0 0.0 0.066
C 4.74993 2.78482 1.91719 0.0 0.0 0.0 -0.250
C -4.13147 -1.83492 4.40710 0.0 0.0 0.0 -0.850
H 2.81010 3.40741 -1.74500 0.0 0.0 0.0 0.590
C -3.08765 0.09254 0.75947 -0.1 -0.1 -0.2 0.362
Cl 1.93071 1.39688 6.75558 0.0 0.0 0.0 -0.267
C -4.89514 0.35873 5.09301 -0.1 0.1 0.1 -0.982
C -1.24934 -5.57621 -4.75083 0.1 0.1 0.1 -0.890
H 0.96112 -2.22641 -4.86468 0.0 0.0 0.0 0.522
C -1.29642 -4.44209 -0.63489 0.0 -0.1 0.0 -0.928
C 4.23729 2.01683 -0.96028 0.0 0.0 0.1 -0.711
H 5.85291 3.80569 3.43515 0.0 0.0 0.0 0.385
N 0.05791 -8.19216 -6.65974 0.0 0.1 0.1 -0.601
H -5.00184 -2.13188 3.79826 0.0 0.0 0.0 0.298
H -5.89445 0.32181 4.62498 0.0 0.0 0.0 0.264
H 1.80383 0.32897 -4.93915 0.0 0.0 0.0 0.468
C 5.49134 1.44411 -1.15465 0.0 0.0 0.0 -0.505
C 1.08585 -0.52865 3.35972 0.2 -0.3 0.0 0.653
H 4.69460 3.64466 1.26584 0.0 0.0 0.0 0.437
Cl -0.93266 2.73542 2.36994 0.2 -0.2 0.1 -0.246
C 1.14411 -5.73873 -4.41224 -0.1 0.1 0.0 -0.948
H -2.24113 -4.96446 1.28562 0.0 0.0 0.0 0.428
H -3.06084 1.19674 3.44572 0.0 0.0 0.0 0.227
H -3.47758 2.56256 0.16322 0.0 0.0 0.0 -0.075
C -3.77420 -0.08337 -0.45254 0.1 0.1 -0.2 0.146
H 5.85014 0.71359 -0.44149 0.0 0.0 0.0 0.419
C 2.08595 2.35428 0.30527 -0.1 0.4 0.0 -1.307
C -5.29993 -0.21887 1.79948 -0.1 0.0 0.0 -0.256
H -1.07818 5.20348 -0.95622 0.0 0.0 0.0 0.338
C -2.38385 0.93078 -3.80773 0.1 0.1 -0.1 -0.293
C 0.07924 1.54800 3.22076 -0.2 0.3 -0.1 1.331
C -3.25295 0.13776 3.24975 0.1 0.0 0.0 -0.865
C -0.02678 -6.18892 -5.01929 0.0 -0.2 -0.1 0.631
H 6.40644 2.99110 -4.02237 0.0 0.0 0.0 0.372
O -1.81915 2.20037 -3.49529 -0.1 0.0 0.0 -0.517
C 3.38429 1.50708 0.20615 0.2 -0.1 0.1 3.680
C 0.54965 1.91173 4.47669 0.0 0.1 0.0 -0.288
Cl 1.49322 -2.10638 2.65950 -0.1 0.1 0.1 -0.181
C -3.92790 -0.00627 1.89005 0.3 0.1 0.2 0.815
H 4.17573 4.01400 -3.69285 0.0 0.0 0.0 0.428
H -3.25914 -2.34244 3.99152 0.0 0.0 0.0 0.186
C 1.31389 0.99224 5.18868 0.0 0.1 0.1 0.431
H 5.92198 1.84543 4.95470 0.0 0.0 0.0 0.392
H -5.59127 -0.43070 -1.55887 0.0 0.0 -0.1 0.416
H -5.01235 0.01905 6.12822 0.0 0.0 0.0 0.354
C 0.02224 -7.30124 -5.93099 0.0 -0.1 -0.1 -0.002
H 0.54819 5.33248 -1.64034 0.0 0.0 0.1 0.266
Cl 0.20888 3.46003 5.17617 0.0 0.0 0.0 -0.244
```
Forces are in eV/Å.

## Properties
- LUMO energy (eV) = 3.629
- energy relative to the best compared isomer or geometry (same formula, charge and spin) (eV) = 0.387
- total charge = -2
- largest force on an atom (eV/A) = 0.80